Entry 1:
Density functional theory data (ωB97M-V/def2-TZVPD) for a cluster of 7 separate species, C27H41N5O6 in total at a distorted geometry.

As for the HOMO-LUMO gap: 10.2415 eV. The total energy is -48397.36925 eV. The charge is 0. The energy above the lowest of the compared OMol25 structures with the same formula, charge and spin comes out at 0.0 kJ/mol. The value obtained for the lowest unoccupied orbital energy is 0.382 eV.

Structure (XYZ):
```
79
C27H41N5O6 ωB97M-V/def2-TZVPD
O 10.0454 11.6265 19.8164
O 16.3128 13.7075 10.6839
O 10.1541 9.4161 19.4457
O 10.4904 10.3220 21.5584
O 14.1535 13.8893 10.1008
O 15.2433 15.6892 10.8575
N 13.6560 10.2458 13.0915
N 10.9312 12.4037 14.7788
N 15.8246 9.3126 10.2046
N 13.1553 11.5098 18.2743
N 15.0287 7.1932 17.0411
C 13.9989 10.6976 14.0761
C 13.3846 8.5239 10.5818
C 10.2101 10.4173 20.3774
C 14.3540 6.2981 14.4041
C 15.4046 7.8436 15.9146
C 13.9857 10.5325 20.5625
C 11.1263 12.5804 13.6776
C 14.7421 8.9573 10.4223
C 12.9238 7.9745 9.2213
C 15.1347 8.6748 21.9744
C 11.4639 12.5373 12.2950
C 14.1932 11.4179 15.3298
C 14.5164 9.0410 20.5786
C 14.2680 6.0747 16.8342
C 9.5721 11.4809 18.4632
C 12.7458 9.0567 8.2061
C 15.0535 7.4860 14.5964
C 14.4792 12.8897 14.9661
C 15.2297 14.5335 10.5957
C 15.6084 13.0976 13.9969
C 9.6612 14.1095 11.2931
C 9.8888 10.0275 18.1825
C 14.5763 12.5120 9.7843
C 13.9394 5.6320 15.5571
C 10.1653 12.6985 11.3917
C 13.5692 11.0069 19.2296
C 16.0763 12.3985 10.1434
H 13.3631 4.6637 15.4037
H 16.5379 13.0891 14.5215
H 15.3813 8.0531 13.7621
H 14.7329 11.1959 21.0010
H 12.3423 8.6919 7.2421
H 9.4374 12.0340 11.7615
H 14.3511 12.4602 8.7515
H 12.0354 9.8410 8.6849
H 15.3460 7.6622 21.9353
H 9.3117 14.4840 12.3032
H 11.9841 7.3738 9.3034
H 16.0135 8.6805 16.0725
H 8.8143 14.1987 10.5485
H 15.0946 10.9499 15.8512
H 10.4033 12.2737 10.4119
H 11.8360 11.5639 12.1121
H 14.5308 8.9167 22.8005
H 14.7018 13.4854 15.8266
H 16.6441 12.1910 9.2740
H 13.3128 11.4236 15.9454
H 12.1422 13.2555 11.8682
H 16.3270 11.7552 10.9598
H 8.5205 11.6077 18.5517
H 13.9163 11.7910 10.3112
H 16.0960 9.2566 22.0474
H 13.6519 7.2513 8.8153
H 8.9940 9.5714 17.7256
H 15.3558 8.8322 19.8825
H 13.9550 5.4679 17.6815
H 15.8107 12.3479 13.2361
H 10.4746 14.7857 10.9212
H 13.2996 7.8444 11.4327
H 13.6923 9.6573 8.0124
H 13.1571 10.5119 21.2605
H 10.7081 9.9167 17.5112
H 10.1107 12.1910 17.8079
H 13.5963 13.3030 14.5458
H 15.5261 14.0327 13.5051
H 13.7311 8.3243 20.1152
H 12.7558 9.3845 10.8605
H 14.0607 5.9094 13.4447
```

***

Entry 2:
Density functional theory data (ωB97M-V/def2-TZVPD) for the ion H4N2O4PS with charge -1 at a distorted geometry.

As for the HOMO-LUMO gap: 8.7150 eV. The total energy is -31361.17514 eV. The charge is -1. The energy above the lowest of the compared OMol25 structures with the same formula, charge and spin comes out at 106.2 kJ/mol. The value obtained for the lowest unoccupied orbital energy is 3.771 eV.

Structure (XYZ):
```
12
H4N2O4PS ωB97M-V/def2-TZVPD
S 1.6033 -0.5283 -0.0302
P -1.4910 -1.0803 -0.6608
O 0.0792 -0.9030 -1.0301
O 1.3632 -1.4706 1.0141
O -1.4168 -2.1978 0.5980
O 1.2061 0.8586 0.3933
N 3.0645 -0.6434 -0.7052
N -1.7618 0.3732 0.3091
H 3.0835 0.1094 -1.3886
H -0.4563 -2.0347 0.7259
H -1.0451 1.0778 -0.0016
H -2.6537 0.7735 -0.0238
```

***

Entry 3:
Density functional theory data (ωB97M-V/def2-TZVPD) for a structure of composition C24H19NO24PS2 at a distorted geometry.

As for the HOMO-LUMO gap: 6.3596 eV. The total energy is -106787.61013 eV. The charge is -1. The value obtained for the lowest unoccupied orbital energy is -0.450 eV.

Structure (XYZ):
```
71
C24H19NO24PS2 ωB97M-V/def2-TZVPD
S -2.6700 1.4476 1.6981
S -4.6886 0.7796 3.4016
P -6.1303 2.4260 3.3429
O 3.8898 -6.2633 -6.4924
O -1.5815 0.9831 2.5123
O -8.4618 5.5541 2.1628
O 3.5563 -2.8883 3.9612
O 1.8372 2.0772 2.4433
O 6.9154 -2.3295 -8.2996
O 4.3765 -7.7473 0.7096
O 3.8495 -6.0532 2.6250
O -6.6223 5.3311 0.3060
O 4.4305 -4.3142 -4.8400
O -7.5545 1.7585 3.0721
O 1.0462 -2.2836 4.0354
O -8.2970 10.2488 1.9954
O 6.3139 -4.2300 -9.9679
O -5.9090 3.3840 2.0661
O 4.8583 -4.3093 -2.4604
O -5.5473 -0.3503 3.6407
O -2.8620 3.0117 2.0798
O -6.5416 10.0227 0.0956
O -3.7974 1.1381 4.4758
O 4.4177 -2.6149 -0.5324
O -2.4486 1.4390 0.2857
O 4.3709 1.4324 2.3018
O -6.1144 3.1496 4.6262
N -4.0567 0.7054 1.9619
C 5.8224 -4.3388 -8.7420
C 4.3825 -6.5787 0.3616
C -8.0387 6.6112 1.7368
C -6.9827 6.5497 0.6487
C 6.2012 -3.1963 -7.8245
C 4.6405 -6.1321 -0.9905
C 3.2311 -1.6596 3.5655
C 4.6375 -4.8172 -1.2564
C -6.9280 8.9521 0.5397
C 4.3766 -3.7812 -0.1841
C 5.7010 -3.1999 -6.4705
C 1.7479 -1.3674 3.6408
C -6.4702 7.6620 0.0911
C 5.0593 -5.3621 -8.3335
C 4.1189 -0.7588 3.1311
C 4.9327 -4.2218 -6.0581
C 4.0976 -4.2290 1.1627
C -7.9608 9.0136 1.6428
C 1.2749 -0.0589 3.2525
C 3.6421 0.5495 2.7203
C -8.4801 7.9124 2.2000
C 4.0967 -5.5433 1.4254
C 2.1644 0.8484 2.8197
C 4.5755 -5.3773 -6.9695
H 4.8286 -6.8815 -1.7467
H -9.2206 7.9489 2.9864
H -7.7643 10.8369 1.4221
H 3.9213 -5.1493 -4.8181
H -5.7199 7.6275 -0.6860
H 4.7868 -6.1827 -8.9818
H -8.2329 2.3931 3.3436
H 0.2141 0.1496 3.3207
H 2.6708 2.5079 2.1746
H 3.8957 -3.4865 1.9187
H -5.0832 3.8781 2.1734
H 5.1795 -0.9594 3.0709
H -7.1255 4.7111 0.8758
H -2.9775 3.0623 3.0449
H 2.7062 -3.3092 4.2148
H 6.8262 -3.3956 -9.9740
H 5.9636 -2.3716 -5.8278
H 3.9157 -7.0232 2.5221
H 4.7938 -3.3379 -2.3501
```

***

Entry 4:
Density functional theory data (ωB97M-V/def2-TZVPD) for a cluster of 2 separate species, C7H6BN4O4 in total at a distorted geometry.

As for the HOMO-LUMO gap: 5.9878 eV. The total energy is -22175.18667 eV. The charge is -1. The energy above the lowest of the compared OMol25 structures with the same formula, charge and spin comes out at 60.0 kJ/mol. The value obtained for the lowest unoccupied orbital energy is 1.691 eV.

Structure (XYZ):
```
22
C7H6BN4O4 ωB97M-V/def2-TZVPD
O -3.8451 -1.3812 5.6092
O -4.5125 1.0473 2.2111
O -3.5220 2.7919 1.0271
O -1.8882 -1.2745 6.5718
N -3.3663 1.9576 1.8993
N -2.6938 -0.9134 5.6767
N -4.2520 0.2475 3.2578
N 1.9481 2.7099 4.6744
C -2.9494 0.5213 3.6136
C -2.2091 0.0484 4.7613
C -0.3533 1.5763 4.1910
C -0.8881 0.5569 4.9760
C -2.4251 1.5350 2.8127
C 0.9151 2.2028 4.4347
C -1.3844 2.3720 3.4559
B -0.3973 6.7881 1.7224
H -0.9928 7.2685 2.7087
H -1.8967 2.7783 4.3078
H 0.7833 6.5074 1.8456
H -1.0358 6.4865 0.7436
H -1.0466 3.1877 2.8380
H -0.3492 0.2299 5.8634
```

***

Entry 5:
Density functional theory data (ωB97M-V/def2-TZVPD) for the molecule C6H6F3NOS at a distorted geometry.

As for the HOMO-LUMO gap: 10.3431 eV. The total energy is -28843.35850 eV. The charge is 0. The energy above the lowest of the compared OMol25 structures with the same formula, charge and spin comes out at 59.7 kJ/mol. The value obtained for the lowest unoccupied orbital energy is 0.466 eV.

Structure (XYZ):
```
18
C6H6F3NOS ωB97M-V/def2-TZVPD
S -2.6327 -0.5588 0.2836
F 1.3388 1.3031 1.2572
F 1.4873 1.3738 -0.8408
F 0.5742 3.0308 0.1742
O 2.4451 -1.1549 0.2412
N -1.7742 1.7646 -0.2324
C 1.3707 -1.5565 -0.5315
C 0.0259 -1.5586 0.3649
C -0.6549 0.9679 0.0301
C 0.6762 1.7269 0.2054
C -0.8761 -0.3163 0.2404
C -2.9277 1.0168 -0.1769
H 1.7260 -2.4912 -0.8214
H 0.3002 -1.7343 1.2962
H 2.4014 -0.1531 0.2471
H -0.7568 -2.2429 0.0037
H 1.1881 -0.8406 -1.3401
H -3.9117 1.4232 -0.4010
```

***

Entry 6:
Density functional theory data (ωB97M-V/def2-TZVPD) for the molecule C9H11N3O2 at a distorted geometry.

As for the HOMO-LUMO gap: 7.2396 eV. The total energy is -18071.14089 eV. The charge is 0. The energy above the lowest of the compared OMol25 structures with the same formula, charge and spin comes out at 443.5 kJ/mol. The value obtained for the lowest unoccupied orbital energy is -0.898 eV.

Structure (XYZ):
```
25
C9H11N3O2 ωB97M-V/def2-TZVPD
O 1.9096 -2.3326 0.3587
O 0.2799 -2.0617 -1.1273
N 2.5212 0.2473 0.2586
N -3.6258 0.3500 -0.7395
N 1.0913 -1.6495 -0.3071
C 0.1475 2.1761 -0.3118
C 3.7865 -0.4262 0.1026
C -1.2921 0.1400 -0.1882
C -3.8771 -0.4767 0.2278
C 1.2955 -0.2543 -0.2504
C 0.1291 0.6751 -0.3398
C -2.3526 0.6128 -0.9862
C -1.5861 -0.7665 0.8181
C -2.9041 -1.1544 1.0072
H 3.8170 -1.2631 0.8068
H 4.0817 -0.8209 -0.9383
H -3.2694 -1.7241 1.9777
H -2.1120 1.4103 -1.7628
H -0.8422 -1.2756 1.4538
H 4.4514 0.4021 0.4151
H 2.4885 1.2542 0.1730
H -4.9625 -0.6373 0.3460
H -0.7681 2.5651 -0.6225
H 1.0026 2.5783 -1.0744
H 0.5902 2.4316 0.7027
```

***

Entry 7:
Density functional theory data (ωB97M-V/def2-TZVPD) for a cluster of 6 separate species, C30H52BNO13 in total at a distorted geometry.

As for the HOMO-LUMO gap: 2.7220 eV. The total energy is -60738.73330 eV. The charge is -2. The value obtained for the lowest unoccupied orbital energy is 3.322 eV.

Structure (XYZ):
```
97
C30H52BNO13 ωB97M-V/def2-TZVPD
O 3.3815 5.5905 1.5305
O -7.4641 -9.0935 4.4521
O 1.8072 -6.2679 1.7353
O 0.2651 7.6435 -4.7681
O -2.6744 -8.2189 4.6846
O 1.9112 -7.1406 -0.3143
O 3.2279 5.5329 -0.7012
O -0.0789 -1.1846 1.3588
O -1.1785 -0.3246 -0.3921
O 0.5001 6.4950 -6.6819
O -1.3021 -7.8195 2.9666
O -9.1470 -8.0830 5.5251
O 1.2098 0.8723 -1.3497
N 3.4339 1.3279 1.2315
C 0.0688 3.7393 -2.9582
C -0.9821 9.4869 -5.5280
C 0.6173 2.4974 -3.6792
C 3.4555 7.9048 1.9095
C 0.8745 -4.9431 0.0265
C -6.8694 -7.2252 5.7475
C 1.5864 -6.2251 0.3970
C -0.9755 -9.8584 4.0755
C -7.9807 -8.1345 5.2551
C 3.2000 6.5513 2.5685
C 2.2029 1.7144 -1.8264
C 2.9722 7.6491 0.4827
C -5.7305 -7.5315 4.7756
C 1.0584 4.8872 -2.7218
C -1.0338 8.3836 -6.5822
C -0.2694 -8.5321 2.2431
C 1.1041 -4.0587 1.2495
C -1.0191 4.3127 -3.8865
C 2.3516 0.3219 0.9622
C 1.2181 -5.0876 2.3587
C -0.0009 7.3896 -6.0722
C 3.2159 6.1552 0.3178
C 0.2641 -9.5533 3.2368
C -6.0255 -8.9705 4.3929
C -0.1861 -0.3323 0.4015
C 1.9928 1.9394 -3.3137
C -1.7578 -8.5599 3.9864
C 0.3697 2.2331 0.7476
C -0.5606 8.7092 -4.2866
C 2.1938 0.6202 -4.0861
B 1.0141 0.8223 0.1488
H 1.2252 0.2098 -4.3512
H -1.9178 10.0286 -5.3980
H 0.0593 2.0713 1.7788
H 1.9032 7.8369 0.3714
H 0.2461 -5.3724 2.7690
H 3.1303 2.2560 0.9800
H 3.2000 1.2373 -1.7268
H 2.7518 2.6373 -3.6718
H 1.7910 4.9049 -3.5248
H -5.8166 -6.8892 3.8984
H -0.5161 4.8310 -4.7047
H 1.2967 -4.5212 -0.8805
H -1.6243 3.5338 -4.3435
H 0.3233 -3.3068 1.4175
H -0.7259 -9.0020 1.3692
H -5.5900 -9.6837 5.0959
H 1.0591 3.0940 0.7172
H 1.0284 -9.0907 3.8630
H -0.1186 1.7025 -3.6079
H 0.5009 -7.8351 1.9155
H 0.6555 2.7793 -4.7399
H -0.2084 10.2104 -5.7915
H -0.1849 -5.1631 -0.1248
H 2.7443 -0.1048 -3.4987
H 4.5266 8.1166 1.9022
H -1.4121 8.2723 -3.7602
H -5.6910 -9.2190 3.3892
H -1.6198 5.0580 -3.3659
H 1.5276 4.9213 -1.7474
H -2.0040 7.8861 -6.6110
H -4.7384 -7.3979 5.1892
H 2.7885 -0.4931 0.3719
H 2.9534 8.7302 2.4134
H 2.2733 2.6532 -1.2733
H 0.7051 -10.4247 2.7573
H -6.6220 -7.5092 6.7719
H 0.4991 5.8209 -2.8000
H 2.7013 0.8335 -5.0264
H 0.0146 9.3104 -3.5863
H 4.2513 1.1506 0.6641
H -7.1830 -6.1859 5.7175
H -0.4456 3.4219 -2.0562
H 2.0913 -0.1284 1.9138
H 2.0458 -3.5211 1.1419
H 2.1802 6.4590 2.9495
H 3.8959 6.3321 3.3750
H 3.5269 8.2119 -0.2630
H -0.7428 -10.0933 5.1106
H -0.7676 8.7345 -7.5750
H 1.8629 -4.7606 3.1708
H -0.5103 2.4777 0.1541
H -1.5804 -10.6561 3.6407
```

***

Entry 8:
Density functional theory data (ωB97M-V/def2-TZVPD) for the ion C6H15N2 with charge +1 at a distorted geometry.

As for the HOMO-LUMO gap (alpha / beta): 7.9825 / 7.9818 eV. The total energy is -9435.47461 eV. The charge is +1. The energy above the lowest of the compared OMol25 structures with the same formula, charge and spin comes out at 433.9 kJ/mol. The value obtained for the lowest unoccupied orbital energy (alpha / beta) is -3.369 / -3.369 eV.

Structure (XYZ):
```
23
C6H15N2 ωB97M-V/def2-TZVPD
N -0.7021 0.7374 2.2198
N 0.2341 -0.2819 0.2095
C 0.1973 -0.6113 -1.1019
C 1.0427 -1.7130 -1.5676
C -0.9319 -0.2152 -1.9785
C -0.8149 0.6435 0.7000
C 1.1101 -0.9285 1.1865
C -0.6129 2.0638 0.2011
H -0.7979 -0.1112 2.7562
H 0.3150 2.6325 0.5073
H 0.0773 1.3114 2.4591
H 2.0699 -1.2051 0.5746
H 0.5431 -1.9364 1.4371
H 0.6866 -2.0867 -2.5612
H -1.5605 2.7143 0.5142
H -0.6236 2.1487 -0.9680
H -1.4498 1.2576 2.5026
H 1.3378 -0.3391 2.0903
H -1.8260 -0.3696 -1.4437
H -0.8074 0.9444 -2.1731
H 2.0794 -1.2355 -1.8280
H 1.2445 -2.6076 -0.8421
H -0.8111 -0.8127 -2.8941
```

***

- charge of number 5 (C6H6F3NOS)?
  0

***

- Look up the charge of the fourth one.
  -1

***

- The lowest charge belongs to which entry?
  C30H52BNO13

***

- Among the records above, which one has the lowest charge?
  C30H52BNO13